Formula: C6H10N2
Source: the OMol25 dataset
Level of theory: the ωB97M-V functional and the def2-TZVPD basis

```
18
Properties=species:S:1:pos:R:3:forces:R:3:lowdin_charge:R:1
C 2.27194 0.23517 -0.00253 -0.4 3.1 -1.7 -0.128
C 0.73012 0.90475 0.06479 1.2 3.6 1.5 -0.192
C -0.71925 0.30299 -0.11170 6.2 -2.8 -1.5 -0.567
C -1.06849 -0.64606 0.94466 -1.0 -1.6 4.8 -0.224
C -0.73947 -0.95949 -0.96740 0.6 -0.4 -4.3 -0.179
C -1.60534 1.33447 -0.31067 -4.9 9.2 1.7 -0.160
H 2.84863 1.34608 0.22520 -1.2 -3.7 0.0 0.116
H 2.36642 -0.60914 0.76388 0.4 1.4 -1.3 0.053
H 2.72062 0.05136 -1.17012 -1.7 -0.1 3.4 0.111
H 0.62207 1.37762 1.18207 0.6 -1.1 -2.4 0.145
H 0.82281 1.90206 -0.56310 -0.3 -2.1 1.0 0.121
H -0.16509 -1.31171 1.41841 -1.8 2.3 -0.9 0.170
H -1.67821 -0.03358 1.71799 0.7 -1.9 -0.5 0.146
H -1.95556 -2.60367 0.10931 1.1 3.6 -0.2 0.170
H 0.30995 -1.45177 -1.05102 -1.6 0.5 1.2 0.123
H -0.84009 -0.76894 -2.13812 -1.1 -0.6 2.2 0.144
N -1.78830 -1.49408 -0.01949 0.1 -2.4 -1.2 -0.027
N -2.13277 2.42394 -0.09215 2.9 -6.9 -1.8 0.177
```
Forces are in eV/Å.

Output
Charge: 0
Kohn-Sham gap in eV: 10.19
HOMO level in eV: -9.560


Formula: C6H10N2
Source: the OMol25 dataset
Level of theory: the ωB97M-V functional and the def2-TZVPD basis

```
18
Properties=species:S:1:pos:R:3:forces:R:3:lowdin_charge:R:1
C -1.24329 -1.16790 -0.05419 0.1 -2.8 2.9 -0.093
C 0.09221 -0.88588 -0.81706 -1.1 0.3 -1.5 -0.273
C 0.62510 0.11172 0.94964 2.9 -1.0 3.1 -0.294
C 1.07376 1.23835 -0.02365 2.5 -3.7 -0.7 -0.043
C -0.10917 0.74536 -0.81024 3.7 -0.9 -5.9 -0.463
C -0.97938 0.10411 0.85601 -1.7 -1.3 1.7 -0.237
H -1.14135 -2.17813 0.61621 0.0 2.3 -1.7 0.143
H -2.29577 -1.22637 -0.46652 1.6 0.6 -0.1 0.116
H 0.34287 -1.20855 -1.90357 -0.7 0.0 2.0 0.160
H 2.14621 -1.32435 -0.23680 -3.4 1.7 2.0 0.187
H 1.11808 -0.14288 1.90249 -0.7 1.5 0.5 0.132
H 1.10073 2.31766 0.14745 0.3 -0.4 0.2 0.102
H 2.11708 0.51405 -0.40373 -2.6 3.9 0.6 0.186
H -0.08701 0.78502 -1.85524 -0.1 1.8 -1.9 0.108
H -1.04230 2.07601 0.22364 -0.9 -1.3 -0.6 0.142
H -1.55904 0.21122 1.85800 1.1 -0.2 -1.8 0.160
N 1.11383 -1.09345 0.21455 -0.1 -2.0 -2.3 -0.070
N -1.27256 1.12399 -0.19700 -0.9 1.4 3.4 0.037
```
Forces are in eV/Å.

Output
Charge: 0
Kohn-Sham gap in eV: 9.46
HOMO level in eV: -8.525


Formula: C6H10N2
Source: the OMol25 dataset
Level of theory: the ωB97M-V functional and the def2-TZVPD basis

```
18
Properties=species:S:1:pos:R:3:forces:R:3:lowdin_charge:R:1
C 1.94706 -1.48131 0.09432 0.0 0.0 0.0 -0.032
C -1.20565 1.83994 -1.02448 0.0 0.0 0.0 -0.055
C -0.12819 0.04679 0.74820 -0.2 -0.1 0.2 -0.431
C 0.69330 -0.86896 -0.43736 0.0 0.1 0.0 -0.356
C -0.50358 1.42743 0.25156 0.1 0.0 0.0 -0.322
C -0.74495 -0.76317 1.65550 0.1 0.1 -0.3 0.092
N 0.84948 1.01010 0.29617 -0.2 -0.2 -0.3 0.154
N 0.13181 -1.17324 -1.51162 0.1 0.1 0.2 0.164
H -0.74292 -0.70300 -1.71418 0.0 0.0 0.1 0.058
H -0.81786 1.98592 1.14233 0.0 -0.1 0.0 0.145
H 2.47407 -1.96838 -0.72411 -0.1 0.0 0.0 0.087
H 2.57959 -0.72561 0.55414 0.0 0.0 0.0 0.082
H 1.70347 -2.23638 0.84554 0.0 0.0 0.0 0.081
H -0.33024 -1.72759 1.91908 0.0 0.0 0.0 0.055
H -1.76677 -0.56441 1.94884 0.0 0.0 0.0 0.060
H -2.26306 1.56463 -1.01527 0.1 0.0 0.0 0.077
H -1.14894 2.92667 -1.12548 0.0 -0.1 0.0 0.075
H -0.72663 1.41058 -1.90317 0.0 0.0 0.0 0.065
```
Forces are in eV/Å.

Output
Charge: 0
Kohn-Sham gap (alpha / beta) in eV: 7.71 / 7.69
HOMO level (alpha / beta) in eV: -8.093 / -8.043


Formula: C6H10N2
Source: the OMol25 dataset
Level of theory: the ωB97M-V functional and the def2-TZVPD basis

```
18
Properties=species:S:1:pos:R:3:forces:R:3:lowdin_charge:R:1
C 1.22990 0.44981 -1.05223 0.4 0.0 0.5 -0.044
C 0.48407 -0.91842 1.43316 -2.4 -0.8 -0.6 -0.356
C -0.10680 0.10411 -0.53613 -4.7 2.4 -6.1 -0.343
N 0.96247 0.05897 2.26748 -0.3 0.8 0.1 0.062
C -1.53851 0.58469 -1.78140 2.9 0.3 1.0 -0.085
C 0.82126 -2.20473 1.44529 -0.3 0.0 -0.3 -0.018
C -2.34074 1.60290 -1.51597 0.1 -0.2 0.0 -0.079
N -0.88500 -0.37607 0.26061 4.2 -2.3 5.6 0.188
H 0.27704 0.77226 2.47969 0.1 0.0 0.1 0.090
H 1.44613 -0.27115 3.09964 -0.1 0.0 -0.3 0.097
H -1.52555 0.03182 -2.71476 0.0 0.1 -0.1 0.053
H 1.79890 0.95029 -0.26646 0.1 -0.1 0.0 0.081
H 1.12891 1.12235 -1.90531 0.0 -0.2 0.1 0.080
H 1.75156 -0.45956 -1.35533 0.0 0.0 0.1 0.093
H 0.44345 -2.89196 0.69800 -0.1 0.1 0.1 0.044
H 1.43481 -2.63444 2.23680 0.1 0.2 -0.2 0.049
H -2.33124 2.09227 -0.54395 0.1 0.1 -0.2 0.045
H -3.05066 1.98685 -2.24914 -0.1 -0.3 0.2 0.044
```
Forces are in eV/Å.

Output
Charge: 0
Kohn-Sham gap in eV: 8.94
HOMO level in eV: -7.969


For the records above, the corresponding relative energy (zero: lowest compared OMol25 entry of this formula, charge and spin) values read 5.645 5.511 5.478 5.469 eV.